Record 1
# C16H31BIrN6OS

A structure of composition C16H31BIrN6OS (ωB97M-V/def2-TZVPD, OMol25).

Geometry as XYZ:
```
57
C16H31BIrN6OS (ωB97M-V/def2-TZVPD)
Ir 1.3675 -0.3633 1.6001
B -0.0043 -3.6501 2.4454
N 1.4693 -3.4137 2.3768
C 2.3591 -4.3893 2.7224
C 3.6308 -3.9091 2.5599
C 3.4525 -2.5956 2.1097
N 2.1495 -2.3131 1.9955
N -0.9158 -2.5872 1.9368
C -2.2741 -2.7200 1.9390
C -2.8191 -1.6279 1.3219
C -1.7132 -0.8453 0.9537
N -0.5757 -1.4355 1.3203
H -0.3282 -3.9590 3.5871
H -0.2545 -4.7130 1.8829
H 2.0182 -5.3560 3.0571
H 4.5588 -4.4221 2.7417
H 4.2079 -1.8689 1.8527
H -2.7640 -3.5726 2.3821
H -3.8608 -1.4178 1.1523
H -1.6985 0.1030 0.4429
C 1.8221 2.1746 3.3795
O 1.2637 1.4514 2.3189
H 1.0255 2.6221 3.9820
H 2.4438 2.9879 2.9910
H 2.4416 1.5610 4.0384
C 1.5777 -0.8896 -4.8056
C 0.3253 -0.0232 -4.8866
C -0.8710 -0.5970 -4.1254
C -0.6651 -0.6559 -2.6135
N -0.4987 0.6907 -2.0542
C 0.4558 1.1295 -1.2482
S 1.8262 0.1134 -0.8242
N 0.4686 2.3711 -0.8012
C -0.5217 3.4321 -1.0068
C -0.8747 4.1094 0.3159
C -1.6184 3.2093 1.3033
C -3.0106 2.7991 0.8237
H 2.3594 -0.4844 -5.4463
H 1.3673 -1.9096 -5.1316
H 1.9839 -0.9345 -3.7918
H 0.0318 0.0804 -5.9321
H 0.5507 0.9870 -4.5302
H -1.0672 -1.6143 -4.4688
H -1.7670 -0.0083 -4.3453
H 0.2132 -1.2439 -2.3703
H -1.5326 -1.1222 -2.1385
H -1.1785 1.3607 -2.3881
H 1.2485 2.6264 -0.2123
H -1.4159 3.0204 -1.4718
H -0.0989 4.1690 -1.6915
H -1.4864 4.9824 0.0824
H 0.0460 4.4786 0.7769
H -1.7237 3.7527 2.2434
H -1.0037 2.3306 1.5280
H -3.6083 3.6835 0.6031
H -3.5320 2.2340 1.5971
H -2.9823 2.1822 -0.0794
```

Calculated values
* HOMO level (spin up / spin down): -14.85 / -15.30 eV
* max |F|: 1.90 eV/A
* spin multiplicity: 6
* LUMO level (spin up / spin down): -5.23 / -10.06 eV
* charge: +2
* HOMO-LUMO gap (spin up / spin down): 9.6 / 5.2 eV
* expectation value of S²: 8.775
* M: 558.6 g mol⁻¹

natural (NBO) atomic charge list, values in e, 8 entries:
1 Ir 1.391
2 B 0.176
3 N -0.270
4 C 0.057
5 C -0.293
6 C 0.072
7 N -0.409
8 N -0.273



Record 2
# C16H31BrFN2O3

A cluster of 2 separate species, C16H31BrFN2O3 in total (ωB97M-V/def2-TZVPD, OMol25).

Geometry as XYZ:
```
54
C16H31BrFN2O3 (ωB97M-V/def2-TZVPD)
C 2.5568 4.7749 1.3437
C 1.2379 3.7561 1.2138
C 1.6043 2.3218 0.5177
F 3.0357 2.0068 0.8543
C 0.6916 1.0496 0.9806
C -0.1547 0.1907 -0.1657
C -0.8601 -0.8532 0.9347
O -1.4199 -2.1966 0.7241
C -0.3874 -3.1893 0.3900
C 0.3749 -3.7791 1.7553
C 1.8206 -3.0081 1.8394
O -0.5013 -3.5244 2.9154
N -0.8854 -0.2996 2.2212
C -0.3072 1.1312 2.2639
C -1.6580 2.0342 2.2686
Br -1.6124 3.2315 3.9208
C -2.0209 2.8405 0.9026
C -3.4834 2.3534 0.2679
H 3.2900 4.6966 0.4356
H 2.1786 5.9001 1.4580
H 3.0631 4.5177 2.3896
H 0.7892 3.6949 2.2924
H 0.4819 4.3303 0.4928
H 1.5688 2.4797 -0.6539
H 1.5169 0.2580 1.3235
H 0.7137 -0.3049 -0.8003
H -0.8757 0.8479 -0.8118
H -0.9535 -4.1260 -0.0695
H 0.3675 -2.8292 -0.4331
H 0.4840 -4.9553 1.6532
H 2.4439 -3.5238 2.6974
H 1.6448 -1.8692 2.0521
H 2.3307 -3.1153 0.7687
H 0.1408 -3.3818 3.6845
H -1.2644 -0.8091 3.0636
H 0.3465 1.3876 3.2204
H -2.5719 1.2958 2.4813
H -2.1941 3.9813 1.2090
H -1.2071 2.8520 0.0672
H -3.8545 3.2010 -0.4827
H -3.3585 1.3172 -0.2718
H -4.2086 2.2174 1.1886
C 1.4080 -2.9964 -4.2175
O 2.2157 -2.8474 -3.3090
N 0.2122 -2.3204 -4.3431
C -0.6915 -2.5536 -5.4501
C -0.1523 -1.3458 -3.3361
H 1.5865 -3.7128 -5.0360
H -0.8308 -1.6164 -5.9962
H -1.6526 -2.8955 -5.0558
H -0.2932 -3.3105 -6.1314
H 0.6168 -0.5685 -3.2977
H -0.2011 -1.8414 -2.3619
H -1.1207 -0.8944 -3.5683
```

Calculated values
* HOMO level: -11.79 eV
* max |F|: 4.96 eV/A
* LUMO level: -4.44 eV
* charge: +1
* HOMO-LUMO gap: 7.3 eV
* M: 398.3 g mol⁻¹

natural (NBO) atomic charge list, values in e, 8 entries:
1 C -0.622
2 C -0.466
3 C 0.198
4 F -0.388
5 C -0.261
6 C -0.515
7 C 0.760
8 O -0.491